[1]
13
Properties=species:S:1:pos:R:3:forces:R:3 method="wB97M-V/def2-TZVPD" e_tot_ha=-610.27259 de_lowest_kcal_mol=53.6 e_lumo_ev=0.49 smiles="C=C[C@H](O)PO" homo_energy_ev=-8.8
C 1.570 -0.869 0.271 1.18 0.62 -1.87
C 1.142 0.031 -0.644 -0.42 -0.82 3.35
C 0.006 0.970 -0.338 -1.08 -1.15 -1.59
O -2.115 -0.879 0.750 -0.75 0.58 0.19
O 0.115 1.670 0.848 -0.24 0.08 1.73
P -1.744 0.170 -0.516 0.42 -0.44 -1.01
H 2.451 -1.450 -0.009 -0.22 -0.04 0.16
H 1.261 -1.023 1.294 -0.61 0.22 -0.10
H 1.628 0.235 -1.559 0.58 -0.46 -0.94
H -3.076 -0.754 1.018 1.92 -0.02 -0.59
H -0.153 1.073 1.606 0.49 0.98 -1.40
H -1.053 -0.756 -1.414 -0.98 0.22 0.36
H -0.032 1.583 -1.307 -0.29 0.23 1.72



[2]
58
Properties=species:S:1:pos:R:3:forces:R:3 method="wB97M-V/def2-TZVPD" e_tot_ha=-987.52861 de_lowest_kcal_mol=108.0 e_lumo_ev=-4.07 total_charge=+1 smiles="COCCCCCCCCCCCC[C@H]1C[NH+]=C[C@H]1COO" homo_energy_ev=-11.5
C -1.982 -0.399 5.166 -0.50 0.17 -0.57
O -2.609 -0.710 3.932 -0.04 -0.19 -0.13
C -1.769 -0.461 2.809 -0.07 0.25 0.63
C -2.248 0.754 2.040 -0.24 -0.23 0.04
C -3.336 0.529 0.964 0.67 -0.10 0.05
C -3.833 -0.896 0.771 -0.23 -0.11 -0.44
C -3.195 -1.747 -0.354 0.19 0.20 0.39
C -1.685 -1.661 -0.636 0.04 -0.21 0.00
C -0.897 -2.838 -0.085 0.26 -0.25 -0.45
C 0.620 -2.774 -0.278 -0.21 0.69 0.51
C 1.355 -1.610 0.425 0.09 -0.69 -0.43
C 2.603 -1.197 -0.359 0.28 0.35 0.59
C 3.326 0.061 0.145 -0.64 -0.35 0.01
C 2.491 1.328 0.299 0.56 0.12 -0.75
C 2.351 2.222 -0.947 -0.32 -0.56 0.18
C 3.553 2.404 -1.874 -0.06 1.32 0.88
N 2.891 3.151 -2.960 0.40 0.32 -1.12
C 1.629 3.024 -2.994 -0.76 -0.46 0.79
C 1.190 2.052 -1.952 0.52 0.07 -0.02
C 1.155 0.760 -2.773 0.00 -0.12 0.42
O 0.376 0.922 -3.934 0.13 -0.25 -0.47
O -0.893 1.416 -3.560 -0.52 0.25 0.28
H -2.739 -0.473 5.932 -0.10 -0.21 0.25
H -1.163 -1.084 5.348 0.29 -0.15 0.25
H -1.628 0.629 5.159 0.25 0.22 0.05
H -0.764 -0.269 3.172 0.37 0.02 0.06
H -1.720 -1.363 2.218 -0.06 -0.26 -0.31
H -1.378 1.271 1.655 0.26 0.13 -0.45
H -2.657 1.422 2.786 -0.03 0.25 0.29
H -2.951 0.865 0.011 0.12 0.24 -0.42
H -4.159 1.192 1.188 -0.35 0.04 0.07
H -3.850 -1.455 1.696 0.17 -0.06 0.42
H -4.876 -0.813 0.494 -0.37 -0.09 -0.03
H -3.734 -1.566 -1.277 -0.10 0.24 -0.22
H -3.408 -2.780 -0.108 -0.12 -0.36 -0.04
H -1.551 -1.694 -1.716 0.11 0.12 -0.31
H -1.220 -0.740 -0.305 -0.15 0.53 0.22
H -1.206 -3.708 -0.655 -0.27 -0.34 0.03
H -1.166 -3.052 0.943 0.05 0.09 0.38
H 1.031 -3.695 0.105 0.23 -0.42 -0.07
H 0.852 -2.735 -1.335 -0.07 -0.05 -0.42
H 1.698 -2.003 1.373 0.07 0.15 0.49
H 0.681 -0.802 0.663 -0.23 0.43 -0.15
H 3.300 -2.016 -0.229 0.30 -0.27 -0.23
H 2.451 -1.118 -1.428 -0.36 -0.08 -0.25
H 4.154 0.270 -0.520 0.40 -0.02 -0.11
H 3.771 -0.166 1.104 0.09 -0.04 0.33
H 2.998 1.951 1.023 0.11 0.20 0.31
H 1.509 1.144 0.709 -0.34 -0.14 0.09
H 2.189 3.216 -0.542 -0.17 0.30 0.07
H 4.226 3.119 -1.422 0.58 -0.14 0.11
H 4.100 1.532 -2.192 -0.07 -0.27 -0.45
H 3.355 3.733 -3.650 0.34 -0.16 0.13
H 0.979 3.483 -3.708 -0.03 0.38 -0.46
H 0.238 2.282 -1.511 -0.48 0.05 0.01
H 0.858 -0.091 -2.182 -0.43 -0.27 0.30
H 2.148 0.554 -3.155 0.24 -0.19 -0.19
H -1.460 0.629 -3.491 0.21 -0.05 -0.14



[3]
14
Properties=species:S:1:pos:R:3:forces:R:3 method="wB97M-V/def2-TZVPD" e_tot_ha=-680.90473 de_lowest_kcal_mol=48.6 e_lumo_ev=0.53 homo_energy_ev=-8.5
C 1.359 -0.241 0.883 0.47 -2.90 0.34
C 1.116 0.828 -0.077 -1.25 0.79 -1.02
C -0.572 -0.655 -1.170 -1.83 -1.32 1.08
H 1.987 0.145 1.691 -0.39 -0.22 0.01
H 2.050 -1.020 0.305 -1.60 1.22 1.26
H 0.350 -0.753 1.265 2.41 1.10 -0.83
H -0.024 1.366 -1.665 0.40 -1.81 0.93
H -0.354 -1.431 -1.905 0.21 0.65 -0.26
H -2.729 -0.513 1.076 -0.84 -0.15 0.12
H -1.751 0.702 0.426 -0.15 0.16 0.95
N 0.182 0.525 -1.041 0.05 2.24 -0.85
N -1.569 -1.002 -0.410 1.62 -0.92 -1.00
N -1.846 -0.279 0.694 0.83 1.46 -0.88
S 1.801 2.329 -0.074 0.06 -0.31 0.14



[4]
9
Properties=species:S:1:pos:R:3:forces:R:3 method="wB97M-V/def2-TZVPD" e_tot_ha=-300.26962 de_lowest_kcal_mol=136.8 e_lumo_ev="-1.46 / -1.52" homo_energy_ev="-9.5 / -9.8"
C 0.137 0.386 0.237 3.65 2.56 -1.79
N 1.011 -0.710 0.502 -1.50 0.12 -1.14
N -1.237 0.056 0.040 -1.31 0.03 -0.23
O -1.462 -1.103 -0.272 -0.58 0.55 0.04
O -2.059 0.971 0.203 0.99 -1.47 -0.26
H 0.187 1.382 0.782 0.30 -1.69 -0.67
H 0.671 0.959 -1.538 -1.26 -0.64 2.81
H 0.757 -1.356 -0.254 -0.22 -0.45 0.75
H 1.996 -0.584 0.301 -0.06 0.99 0.47



[5]
18
Properties=species:S:1:pos:R:3:forces:R:3 method="wB97M-V/def2-TZVPD" e_tot_ha=-1047.25805 de_lowest_kcal_mol=5.8 e_lumo_ev=0.49 smiles=C[C@@H](N)CSS.O homo_energy_ev=-9.0
N -1.707 0.400 -0.762 0.09 -0.19 -0.50
C -0.513 -0.212 -0.193 0.09 -0.38 0.55
C 0.672 0.758 -0.237 -0.60 0.12 -0.62
C -0.163 -1.596 -0.770 0.74 0.32 0.07
S 0.806 -2.668 0.357 -0.08 -0.08 0.09
S 2.760 -2.004 0.268 -0.40 0.02 -0.16
H -2.515 -0.180 -0.572 -0.11 -0.01 0.09
H -1.624 0.419 -1.776 -0.02 0.18 0.02
H -0.725 -0.386 0.854 -0.30 -0.03 0.35
H 0.275 1.715 -0.546 -0.11 0.38 -0.16
H 1.098 0.929 0.745 0.52 -0.37 -0.04
H 1.383 0.448 -1.006 0.32 0.11 0.45
H -1.053 -2.168 -1.033 -0.01 -0.07 0.14
H 0.469 -1.499 -1.652 -0.22 0.04 -0.30
H 3.101 -2.618 -0.877 0.09 -0.06 0.03
H -0.416 2.603 1.758 -0.43 0.11 -0.05
H -0.710 3.086 3.155 -0.40 0.03 -0.34
O -1.139 2.974 2.289 0.81 -0.15 0.39



[6]
29
Properties=species:S:1:pos:R:3:forces:R:3 method="wB97M-V/def2-TZVPD" e_tot_ha=-2583.98024 e_lumo_ev="5.94 / 5.94" total_charge=-2 s_squared=2.01 spin_multiplicity=3 homo_energy_ev="0.7 / 0.8"
C -1.350 1.399 2.636 -1.67 -0.29 -0.40
C -2.005 0.465 1.776 0.20 0.63 -0.87
C -1.903 0.927 0.392 1.32 1.32 1.44
H -2.513 -0.454 2.041 0.24 0.09 0.12
C -1.185 2.206 0.432 -2.37 -0.51 2.54
C -0.968 2.485 1.840 -0.06 -0.18 -1.52
H -0.625 3.404 2.299 0.42 0.17 -0.37
H -1.340 1.391 3.744 0.16 -0.24 -0.87
H -2.329 0.443 -0.483 0.02 0.10 0.16
H -1.185 2.978 -0.325 0.38 -0.44 -0.13
Ni -0.031 -0.651 0.583 -0.90 0.45 -0.42
Cl -0.154 -1.539 2.617 0.91 -0.73 1.49
C 0.936 -2.351 -0.480 1.09 -0.58 -0.48
C 0.523 -1.589 -1.613 0.16 -0.71 -1.12
C -0.867 -1.743 -1.752 0.03 -0.15 -1.03
H 1.197 -1.155 -2.379 -0.59 0.06 0.93
C -1.326 -2.600 -0.729 -0.20 -0.73 0.04
C -0.210 -2.978 0.046 -0.50 -1.64 -0.11
H -0.212 -3.791 0.805 -0.03 1.17 -0.43
H 1.986 -2.617 -0.227 -0.99 0.56 -0.01
H -1.455 -1.436 -2.635 0.31 0.18 0.77
H -2.321 -3.063 -0.676 0.39 0.55 0.23
C 3.022 1.432 -1.430 1.34 0.15 -1.18
C 1.718 1.548 -0.701 -1.12 -0.16 1.94
O 1.108 2.623 -0.578 1.64 -0.69 -1.04
O 1.403 0.406 -0.197 0.57 1.09 0.13
H 3.499 2.399 -1.524 0.12 0.45 0.07
H 2.810 1.135 -2.470 0.04 -0.20 0.23
H 3.778 0.728 -1.010 -0.91 0.28 -0.10



[7]
16
Properties=species:S:1:pos:R:3:forces:R:3 method="wB97M-V/def2-TZVPD" e_tot_ha=-467.28388 de_lowest_kcal_mol=166.2 e_lumo_ev=-0.09 homo_energy_ev=-9.5
C -1.463 1.644 0.185 -1.05 -0.39 -3.33
C 1.865 0.240 -0.089 -3.76 -0.52 -1.88
C -0.867 -0.743 -0.171 -2.08 1.98 1.19
H -0.851 2.548 0.140 -0.47 0.03 0.23
H -1.787 1.327 -0.880 -0.53 1.78 1.34
H -2.425 1.740 0.821 2.23 -0.79 -0.54
H 3.474 -0.288 -0.021 0.91 1.02 0.11
H 1.011 -0.743 1.783 2.03 -0.94 -4.50
H 0.598 -2.447 -0.708 -2.40 2.30 1.09
H -2.371 -1.774 -0.393 -1.23 -3.71 -0.62
N -0.488 0.577 0.330 2.53 -2.49 -0.52
N 3.042 0.633 -0.247 -0.40 -1.15 0.25
N 1.507 -1.086 0.402 -3.07 1.18 4.68
N 0.216 -1.602 -0.125 3.35 -1.25 -0.74
N -2.154 -0.854 -0.335 3.24 2.26 0.34
O 0.692 0.829 -0.692 0.70 0.66 2.91



[8]
11
Properties=species:S:1:pos:R:3:forces:R:3 method="wB97M-V/def2-TZVPD" e_tot_ha=-281.54910 de_lowest_kcal_mol=25.7 e_lumo_ev=0.42 homo_energy_ev=-9.9
C -1.576 -0.261 -0.072 -0.23 0.15 0.02
N -0.236 -0.567 -0.563 0.16 -0.18 0.01
C 0.782 0.320 -0.252 -0.09 0.18 0.10
N 0.748 1.553 -0.555 0.12 -0.31 0.18
C 1.840 -0.279 0.575 0.73 -0.28 0.51
N 2.595 -0.732 1.325 -0.60 0.38 -0.77
H -1.640 -0.401 1.016 -0.06 0.03 -0.16
H -2.308 -0.913 -0.557 0.16 0.14 0.03
H -1.813 0.777 -0.304 0.01 -0.13 -0.04
H 0.033 -1.527 -0.410 -0.05 0.04 0.12
H 1.575 2.032 -0.204 -0.14 0.00 0.00



[9]
9
Properties=species:S:1:pos:R:3:forces:R:3 method="wB97M-V/def2-TZVPD" e_tot_ha=-406.34626 de_lowest_kcal_mol=63.4 e_lumo_ev=0.76 homo_energy_ev=-9.7
C -0.719 0.108 -0.339 0.43 -2.72 -1.36
O -1.263 1.404 -0.250 -2.06 0.08 0.79
Si 1.062 -0.207 0.516 -1.39 0.88 -1.09
H -0.693 -0.450 -1.563 -0.13 1.95 3.52
H -1.411 -0.516 0.243 0.27 -0.55 -0.44
H -2.190 1.299 0.186 2.58 0.47 -1.37
H 1.389 -1.630 0.563 -0.15 -0.36 -0.01
H 1.978 0.448 -0.398 0.61 0.22 -0.16
H 1.190 0.378 1.860 -0.15 0.03 0.11



[10]
9
Properties=species:S:1:pos:R:3:forces:R:3 method="wB97M-V/def2-TZVPD" e_tot_ha=-466.62328 de_lowest_kcal_mol=153.5 e_lumo_ev=-0.47 smiles="O=COc1nnno1" homo_energy_ev=-11.2
C 1.991 0.090 -0.140 -9.03 -6.25 7.51
C -0.516 0.374 0.051 0.61 1.49 0.15
H 2.732 0.493 -0.514 6.92 4.65 -4.46
N -1.586 1.065 0.393 -0.43 -3.83 -1.17
N -2.704 0.022 0.244 7.08 -2.86 -1.83
N -2.025 -1.143 -0.172 -3.84 3.58 2.25
O 2.063 -0.923 0.553 -0.92 3.68 -2.87
O 0.724 1.005 -0.224 0.34 -3.65 0.54
O -0.680 -0.984 -0.192 -0.73 3.17 -0.12



[11]
62
Properties=species:S:1:pos:R:3:forces:R:3 method="wB97M-V/def2-TZVPD" e_tot_ha=-1402.20198 de_lowest_kcal_mol=0.0 e_lumo_ev=0.80 smiles="CCOC(=O)C1(CCOc2ccccc2)CCN(Cc2ccc3c(c2)OCCO3)CC1" homo_energy_ev=-8.2
C -1.784 1.494 4.389 0.26 0.01 -0.39
C -1.372 2.141 3.081 -0.36 0.42 0.21
H -0.915 3.122 3.250 -0.14 -0.17 -0.07
H -2.232 2.272 2.413 0.14 0.03 0.06
O -0.422 1.293 2.436 0.07 -0.32 0.13
C 0.163 1.783 1.337 0.01 -0.02 -0.23
O -0.058 2.885 0.911 -0.06 0.14 -0.03
C 1.079 0.743 0.695 0.19 -0.18 0.06
C 0.234 -0.485 0.315 -0.25 0.15 -0.03
C -0.739 -0.160 -0.812 0.09 -0.31 0.17
N 0.006 0.257 -1.983 -0.02 0.09 -0.09
C 0.706 1.497 -1.704 0.23 0.11 -0.04
C 1.720 1.308 -0.577 -0.34 0.22 0.06
H 2.169 2.277 -0.362 0.10 0.00 -0.01
H 2.496 0.616 -0.911 0.07 -0.03 0.01
H 1.240 1.802 -2.608 -0.05 0.02 0.02
H 0.006 2.303 -1.430 0.06 -0.05 -0.08
C -0.845 0.358 -3.155 0.09 0.03 -0.01
C -1.339 -0.997 -3.587 -0.07 -0.06 -0.04
C -0.460 -2.069 -3.607 -0.15 -0.17 -0.11
C -0.881 -3.327 -4.009 -0.04 -0.02 0.03
C -2.200 -3.513 -4.433 0.01 0.02 -0.06
C -3.083 -2.443 -4.398 0.13 -0.25 -0.03
C -2.658 -1.200 -3.969 0.08 0.02 0.00
H -3.359 -0.379 -3.944 -0.07 0.10 0.02
H -4.100 -2.610 -4.714 -0.13 -0.03 -0.05
O -2.657 -4.726 -4.890 -0.18 0.32 0.19
C -1.618 -5.626 -5.201 0.52 -0.21 0.10
C -0.574 -5.630 -4.085 -0.42 -0.36 -0.21
H 0.230 -6.337 -4.297 -0.11 0.02 0.02
O 0.025 -4.360 -3.974 0.02 0.42 -0.05
H -1.062 -5.900 -3.138 0.08 0.01 -0.09
H -2.080 -6.607 -5.317 0.09 0.06 0.00
H -1.135 -5.332 -6.144 -0.07 -0.05 0.07
H 0.562 -1.936 -3.291 0.17 0.00 0.08
H -1.703 1.032 -2.984 0.05 -0.02 -0.05
H -0.243 0.786 -3.964 -0.06 0.08 0.07
H -1.314 -1.053 -1.069 -0.02 0.09 0.08
H -1.448 0.625 -0.485 -0.04 -0.04 -0.06
H -0.312 -0.845 1.188 0.05 -0.04 0.02
H 0.903 -1.275 -0.030 0.04 -0.04 0.02
C 2.136 0.299 1.725 -0.03 0.46 0.12
C 3.119 1.402 2.128 0.22 -0.58 -0.13
O 2.493 2.571 2.604 -0.19 0.24 0.15
C 2.028 2.631 3.881 -0.06 0.21 0.19
C 2.115 1.617 4.829 0.16 -0.13 -0.27
C 1.617 1.823 6.106 -0.03 0.08 0.11
C 1.027 3.023 6.453 -0.03 -0.06 0.17
C 0.937 4.035 5.509 0.01 -0.01 -0.02
C 1.433 3.844 4.237 0.12 -0.11 -0.19
H 1.376 4.617 3.487 -0.02 0.09 -0.09
H 0.478 4.978 5.767 -0.03 0.09 0.01
H 0.639 3.171 7.450 -0.03 0.01 0.09
H 1.693 1.027 6.833 0.01 -0.06 0.04
H 2.568 0.666 4.594 0.03 -0.07 -0.08
H 3.688 1.732 1.255 -0.01 -0.07 0.13
H 3.829 1.012 2.869 -0.03 0.08 -0.10
H 1.609 -0.066 2.608 0.06 -0.11 -0.01
H 2.715 -0.526 1.305 0.00 -0.04 -0.02
H -0.918 1.381 5.036 0.04 0.00 0.10
H -2.519 2.118 4.888 -0.09 0.06 0.07
H -2.216 0.514 4.204 -0.09 -0.11 0.03



[12]
12
Properties=species:S:1:pos:R:3:forces:R:3 method="wB97M-V/def2-TZVPD" e_tot_ha=-557.69971 de_lowest_kcal_mol=131.1 e_lumo_ev="-0.44 / -0.34" homo_energy_ev="-8.1 / -7.5"
C -0.391 -1.172 -0.159 1.77 -1.91 0.27
C -1.493 0.990 0.602 0.02 -0.03 0.70
C -1.556 -0.256 -0.181 -0.65 -0.08 0.38
O -0.468 -2.361 0.006 0.01 1.98 -0.30
O -1.421 0.994 -0.787 0.25 0.50 -1.01
Si 2.495 -0.114 -0.317 -2.46 -0.52 0.06
H -2.409 1.375 1.038 -0.01 -0.05 -0.02
H -0.574 1.236 1.121 0.06 -0.01 0.00
H -2.533 -0.733 -0.302 0.26 -0.06 -0.06
H 3.059 -0.423 0.988 0.25 -0.03 0.22
H 3.062 -0.831 -1.445 0.25 -0.14 -0.21
H 2.229 1.296 -0.564 0.23 0.34 -0.03